The following is a quantum chemistry calculation of a single C22H22N4O3 molecule, from the OMol25 dataset.

CARTESIAN COORDINATES (ANGSTROEM)
C  -3.046  -4.045  3.372
O  -1.776  -4.296  2.723
C  -1.178  -3.288  2.032
C  -1.669  -1.967  1.997
C  -1.091  -1.025  1.152
C  0.015  -1.338  0.360
C  0.595  -0.279  -0.595
C  1.402  0.750  0.190
C  2.402  1.625  -0.412
O  2.833  1.567  -1.578
C  2.733  2.658  0.620
C  2.057  2.347  1.798
C  2.254  3.118  2.948
C  3.116  4.223  2.878
C  3.750  4.569  1.664
C  3.551  3.786  0.522
C  1.193  1.143  1.562
O  0.450  0.689  2.453
C  0.589  -2.614  0.518
C  0.015  -3.578  1.330
H  -3.351  -5.018  3.759
H  -2.918  -3.329  4.196
H  -3.800  -3.668  2.664
H  -2.495  -1.669  2.642
H  -1.531  -0.024  1.172
H  1.311  -0.758  -1.289
H  1.740  2.832  3.865
H  3.266  4.838  3.768
H  4.377  5.461  1.626
H  4.019  4.033  -0.428
H  1.515  -2.848  -0.015
H  0.431  -4.580  1.427
N  -0.116  -4.725  -3.041
N  -0.378  -3.658  -2.699
N  -0.612  -2.574  -2.151
C  -1.230  -1.595  -3.042
C  -1.438  -0.255  -2.334
C  -1.725  0.815  -3.385
C  -1.282  2.148  -2.814
C  -0.267  1.891  -1.705
N  -0.451  0.397  -1.310
H  -0.698  -1.486  -4.020
H  -2.276  -1.904  -3.280
H  -2.348  -0.398  -1.735
H  -1.233  0.570  -4.345
H  -2.804  0.789  -3.591
H  -0.859  2.794  -3.588
H  -2.137  2.706  -2.422
H  0.746  2.088  -2.042
H  -0.504  2.524  -0.843
H  -1.151  0.555  -0.572

Cartesian forces (eV/Å) of the 3 atoms listed first:
C 0.790 0.012 -0.310
O -0.450 0.103 0.207
C 0.184 0.984 -0.249

Electronic energy   -35269.5686 eV
Relative energy (zero: lowest compared OMol25 entry of this formula, charge and spin)   643.61 kJ/mol
Highest occupied orbital energy   -7.1446 eV
Strongest force on any atom   0.08217 hartree/bohr

Results of the natural (NBO) charge analysis, in e, for atoms 1 through 8: -0.255 -0.499 0.319 -0.331 -0.106 -0.074 -0.085 -0.452

***

The following is a quantum chemistry calculation of C22H23AsF6N6O8RhS3 as an isolated structure, from the OMol25 dataset.

CARTESIAN COORDINATES (ANGSTROEM)
Rh  1.067  0.249  1.555
O  3.079  -1.841  -0.666
S  3.252  -0.858  0.346
O  4.595  -0.440  0.594
O  2.435  -1.299  1.587
O  2.406  0.369  -0.044
O  1.745  1.855  2.458
C  1.514  2.992  1.838
N  1.510  3.181  0.570
S  1.068  4.712  0.155
O  -0.185  4.669  -0.553
O  2.211  5.393  -0.347
C  0.879  5.275  1.859
C  0.475  6.467  2.393
C  0.470  6.597  3.769
C  0.815  5.524  4.566
C  1.101  4.295  4.025
C  1.232  4.231  2.678
H  0.069  7.221  1.734
H  0.214  7.487  4.300
H  0.805  5.671  5.606
H  1.154  3.377  4.606
C  -0.636  -2.454  0.322
C  -1.088  -1.134  -0.155
N  -0.488  0.013  0.161
C  -1.149  1.053  -0.427
C  -2.219  0.540  -1.061
N  -2.195  -0.831  -0.859
C  -3.311  -1.731  -1.142
N  -2.895  -2.905  -1.852
N  -2.417  -2.825  -3.131
N  -2.000  -3.982  -3.505
C  -2.221  -4.884  -2.445
C  -2.054  -6.251  -2.296
C  -2.361  -6.808  -1.061
C  -2.896  -6.076  -0.042
C  -3.144  -4.726  -0.169
C  -2.759  -4.134  -1.385
H  0.417  -2.363  0.695
H  -0.615  -3.236  -0.462
H  -1.172  -2.760  1.231
H  -0.865  2.059  -0.310
H  -3.011  1.023  -1.602
H  -4.064  -1.163  -1.724
H  -3.768  -2.061  -0.209
H  -1.673  -6.904  -3.064
H  -2.144  -7.884  -0.910
H  -3.018  -6.510  0.967
H  -3.586  -4.095  0.599
F  -0.381  -1.042  2.741
As  -2.043  -0.474  3.375
F  -3.609  -0.067  3.933
F  -2.111  -2.060  4.063
F  -1.288  0.222  4.795
F  -2.696  -1.161  1.915
F  -1.781  1.043  2.544
O  4.575  2.850  -2.971
S  3.793  1.814  -2.304
C  1.966  1.772  -2.656
C  1.613  0.326  -3.022
C  2.825  -0.408  -3.612
C  4.149  0.131  -2.983
H  1.754  2.478  -3.484
H  1.483  2.092  -1.708
H  0.778  0.332  -3.705
H  1.267  -0.244  -2.155
H  2.917  -0.144  -4.704
H  2.673  -1.437  -3.360
H  4.928  0.375  -3.671
H  4.609  -0.499  -2.220

Cartesian forces (eV/Å) of the 3 atoms listed first:
Rh 0.055 -0.580 0.306
O 0.012 -1.237 -1.259
S -0.349 0.568 0.123

Electronic energy   -161160.8039 eV
Spin multiplicity   6
Highest occupied orbital energy (spin up / spin down)   -9.3309 / -9.3344 eV
Strongest force on any atom   0.15395 hartree/bohr

Results of the natural (NBO) charge analysis, in e, for atoms 1 through 8: 1.696 -1.008 2.567 -0.950 -0.941 -1.013 -0.681 0.625

***

The following is a quantum chemistry calculation of C22H23AuN3O3 as an isolated structure, from the OMol25 dataset.

CARTESIAN COORDINATES (ANGSTROEM)
Au  0.280  0.336  -0.055
O  2.050  -6.655  -2.317
C  0.865  -6.168  -2.735
O  0.112  -6.869  -3.345
C  0.552  -4.738  -2.416
C  1.229  -3.973  -1.473
C  0.862  -2.663  -1.229
C  -0.197  -2.064  -1.921
C  -0.867  -2.837  -2.882
C  -0.500  -4.147  -3.110
N  -0.544  -0.741  -1.634
C  -1.497  -0.066  -2.307
C  -1.752  1.295  -2.050
C  -2.788  2.006  -2.701
C  -3.021  3.314  -2.377
C  -2.229  3.939  -1.399
C  -1.223  3.207  -0.813
N  -0.969  1.932  -1.131
H  2.591  -5.979  -1.899
H  2.044  -4.389  -0.890
H  1.408  -2.083  -0.494
H  -1.680  -2.420  -3.460
H  -1.027  -4.745  -3.842
H  -2.073  -0.555  -3.080
H  -3.384  1.495  -3.447
H  -3.813  3.865  -2.868
H  -2.388  4.971  -1.120
H  -0.575  3.651  -0.065
C  -2.211  -0.378  3.275
O  -0.996  -0.167  2.498
C  -0.692  -0.890  1.479
C  -1.605  -1.994  1.117
H  -2.136  -1.302  3.844
H  -3.076  -0.408  2.617
H  -2.275  0.468  3.948
H  -1.889  -2.573  2.003
H  -1.150  -2.646  0.380
H  -2.526  -1.572  0.693
C  3.605  4.356  3.691
C  2.906  3.370  2.807
C  2.626  3.652  1.473
C  1.939  2.737  0.706
N  1.522  1.558  1.192
C  1.813  1.259  2.466
C  2.492  2.130  3.289
H  4.265  5.006  3.119
H  4.181  3.853  4.466
H  2.867  4.987  4.189
H  2.950  4.582  1.023
H  1.715  2.934  -0.336
H  1.503  0.283  2.814
H  2.707  1.835  4.309

Cartesian forces (eV/Å) of the 3 atoms listed first:
Au -0.010 -0.152 0.147
O 0.028 -0.120 0.048
C -0.013 0.055 -0.021

Electronic energy   -37483.6395 eV
Spin multiplicity   3
Highest occupied orbital energy (spin up / spin down)   -8.9255 / -11.0115 eV
Total charge   +1
Strongest force on any atom   0.00825 hartree/bohr

Results of the Löwdin charge analysis, in e, for atoms 1 through 8: 1.105 0.128 -0.481 0.133 -0.135 -0.022 -0.063 -0.297

***

The following is a quantum chemistry calculation of a single C22H23BrN2O4 molecule, from the OMol25 dataset.

CARTESIAN COORDINATES (ANGSTROEM)
C  -2.069  -1.472  -1.969
C  -2.336  -2.050  -0.588
O  -1.169  -2.694  -0.060
C  -0.342  -1.968  0.674
O  -0.528  -0.812  0.971
C  0.850  -2.792  1.148
C  1.876  -1.906  1.867
C  2.909  -1.354  0.866
N  2.295  -1.190  -0.429
C  1.710  -0.042  -0.856
O  0.870  -0.034  -1.744
C  2.234  1.233  -0.284
C  3.598  1.496  -0.362
C  4.103  2.730  0.003
C  3.239  3.721  0.442
C  1.880  3.482  0.518
C  1.363  2.242  0.151
N  0.000  1.967  0.241
C  -1.022  2.855  0.092
O  -0.899  4.050  -0.072
C  -2.359  2.182  0.136
C  -3.282  2.446  -0.869
C  -4.516  1.822  -0.869
C  -4.826  0.952  0.162
Br  -6.511  0.060  0.160
C  -3.936  0.708  1.195
C  -2.696  1.321  1.175
C  1.940  -2.444  -1.072
C  1.505  -3.495  -0.045
H  -2.953  -0.942  -2.314
H  -1.835  -2.266  -2.673
H  -1.233  -0.776  -1.938
H  -3.099  -2.830  -0.625
H  -2.645  -1.261  0.104
H  0.448  -3.541  1.838
H  1.346  -1.077  2.340
H  2.389  -2.473  2.643
H  3.299  -0.402  1.221
H  3.744  -2.053  0.755
H  4.261  0.730  -0.740
H  5.163  2.921  -0.067
H  3.626  4.688  0.724
H  1.206  4.256  0.844
H  -0.250  0.983  0.251
H  -3.020  3.136  -1.657
H  -5.229  2.009  -1.657
H  -4.209  0.043  2.001
H  -1.993  1.129  1.970
H  1.131  -2.226  -1.773
H  2.804  -2.805  -1.644
H  2.364  -4.063  0.316
H  0.806  -4.191  -0.505

Cartesian forces (eV/Å) of the 3 atoms listed first:
C 0.129 -0.142 0.360
C -0.539 0.476 -0.223
O 0.193 -0.339 -0.068

Electronic energy   -104402.0622 eV
Relative energy (zero: lowest compared OMol25 entry of this formula, charge and spin)   10.76 kJ/mol
Highest occupied orbital energy   -8.5379 eV
Strongest force on any atom   0.01464 hartree/bohr
SMILES   CCOC(=O)C1CCN(C(=O)c2ccccc2NC(=O)c2ccc(Br)cc2)CC1

Results of the natural (NBO) charge analysis, in e, for atoms 1 through 8: -0.649 -0.082 -0.505 0.841 -0.660 -0.316 -0.418 -0.220